# 1
ORCA calculation (ωB97M-V/def2-TZVPD) on the molecule C5H8N2O2 in a non-equilibrium geometry.

Calculated values
frontier orbital gap = 0.3477 Ha
total energy = -455.064810 Eh
energy relative to the best compared isomer or geometry (same formula, charge and spin) = 184.3 kcal/mol
SMILES string = CO[C@@]12C[C@H]1NN=CO2

Element x y z (Å)
1 C -0.9101 -0.7308 2.2349
2 O -1.0228 -0.0139 0.8517
3 C 0.2352 -0.3699 0.2301
4 C 0.4868 -1.8218 0.0048
5 C 0.4288 -0.7450 -1.1903
6 N -0.5623 0.1521 -1.6877
7 N -0.2003 1.4810 -1.2581
8 C 0.5773 1.6054 -0.3267
9 O 1.0795 0.7224 0.5122
10 H -1.8566 -0.3160 2.7245
11 H -0.9111 -1.7573 2.3772
12 H -0.0657 -0.3963 3.0277
13 H -0.2197 -2.5818 -0.0365
14 H 1.4919 -2.2087 0.2886
15 H 1.5011 -0.3918 -1.4842
16 H -0.7607 0.3362 -2.7667
17 H 0.7979 2.5877 -0.1383

Cartesian forces, eV/Å:
-1.2 5.4 1.9
2.1 -3.5 1.9
-0.6 -0.7 2.6
2.4 1.8 -1.1
2.0 1.3 0.1
-1.8 1.3 -3.9
-2.4 -1.7 -3.8
1.0 1.6 0.8
1.1 -2.2 1.9
1.2 -0.7 -0.6
-0.2 -2.2 -1.2
-1.3 0.0 -2.6
-1.7 -0.7 0.7
-0.6 0.4 -0.9
-1.7 -1.0 0.3
0.8 -1.3 3.0
1.0 2.3 1.0

natural (NBO) analysis output, partial charges in e: -0.292 -0.505 0.481 -0.417 -0.137 -0.472 -0.302 0.310 -0.475 0.205 0.184 0.189 0.245 0.242 0.177 0.385 0.181



# 2
ORCA calculation (ωB97M-V/def2-TZVPD) on the molecule C5H8N2O2 in a non-equilibrium geometry.

Calculated values
frontier orbital gap = 0.3237 Ha
total energy = -455.288723 Eh
energy relative to the best compared isomer or geometry (same formula, charge and spin) = 43.8 kcal/mol
SMILES string = CCc1nc(O)[nH]c1O

Element x y z (Å)
1 C 0.8685 1.7358 -1.4020
2 C -0.1343 0.5801 -1.4757
3 C -0.3477 -0.1131 -0.1876
4 N -0.5395 0.5512 1.0358
5 C -0.3601 -0.3030 2.0057
6 O -0.1509 0.0161 3.3063
7 N -0.2702 -1.5104 1.4859
8 C -0.1167 -1.3914 0.1054
9 O 0.0093 -2.5057 -0.7733
10 H 1.8589 1.2938 -1.3475
11 H 0.7711 2.3527 -0.5482
12 H 0.9144 2.4023 -2.2443
13 H -1.0591 1.0088 -1.8089
14 H 0.0914 -0.2136 -2.2143
15 H -0.4677 1.0170 3.2916
16 H -0.1318 -2.3310 1.9628
17 H -0.9356 -2.5897 -1.1918

Cartesian forces, eV/Å:
1.1 -1.3 -0.5
-0.6 0.2 -0.5
0.5 1.1 1.4
0.6 1.5 0.0
-0.4 1.6 -1.3
-1.7 2.5 -0.8
0.8 -1.1 -0.9
-0.7 -2.0 -1.1
-2.8 1.1 0.4
0.4 0.0 0.2
-0.5 0.4 1.1
-0.4 0.0 -0.7
-0.8 0.2 -0.2
0.3 0.6 0.2
1.1 -2.8 0.3
0.5 -2.2 1.3
2.7 0.0 1.1

natural (NBO) analysis output, partial charges in e: -0.600 -0.426 0.053 -0.554 0.626 -0.659 -0.560 0.348 -0.692 0.201 0.222 0.207 0.208 0.219 0.510 0.410 0.486



# 3
ORCA calculation (ωB97M-V/def2-TZVPD) on the molecule C5H8N2O2 in a non-equilibrium geometry.

Calculated values
frontier orbital gap = 0.3759 Ha
total energy = -455.177708 Eh
energy relative to the best compared isomer or geometry (same formula, charge and spin) = 113.4 kcal/mol
SMILES string = C=NNC(=O)[C@H]1O[C@H]1C

Element x y z (Å)
1 C -2.4216 -1.0480 -0.2847
2 N -2.7056 0.1820 -0.0006
3 N -1.7250 1.1478 0.0005
4 C -0.3937 1.1168 0.1940
5 O 0.2493 2.0709 0.0027
6 C 0.0956 -0.2327 0.6918
7 O 0.3816 -1.2614 -0.2637
8 C 1.4903 -0.6642 0.3397
9 C 2.3486 0.2485 -0.3934
10 H -1.3734 -1.4372 -0.4954
11 H -3.2763 -1.8031 -0.1520
12 H -2.0084 2.1782 -0.3835
13 H -0.2665 -0.6405 1.5554
14 H 1.8693 -1.2711 1.1418
15 H 2.8562 0.8534 0.1888
16 H 3.1813 -0.2038 -1.0573
17 H 1.6983 0.7645 -1.0842

Cartesian forces, eV/Å:
0.0 -0.2 0.8
-0.2 -1.3 -0.4
-1.9 3.6 -1.8
-2.2 -4.2 0.6
2.6 3.5 -0.3
2.8 0.7 -2.0
-0.1 0.0 -0.9
-1.0 0.0 2.1
-0.1 -3.2 -5.2
-2.0 0.4 0.0
1.3 1.4 -0.4
0.4 -3.5 1.4
-1.3 -0.6 2.3
0.7 -0.4 0.0
2.0 3.3 3.1
-1.4 0.0 1.1
0.3 0.5 -0.1

natural (NBO) analysis output, partial charges in e: -0.131 -0.245 -0.460 0.634 -0.573 -0.062 -0.498 0.101 -0.627 0.214 0.192 0.407 0.204 0.180 0.221 0.207 0.235



# 4
ORCA calculation (ωB97M-V/def2-TZVPD) on the molecule C5H8N2O2 in a non-equilibrium geometry.

Calculated values
frontier orbital gap = 0.3829 Ha
total energy = -455.208743 Eh
energy relative to the best compared isomer or geometry (same formula, charge and spin) = 94.0 kcal/mol
SMILES string = C/C=C/[C@@H]1NOC(=O)N1

Element x y z (Å)
1 C -2.7072 -0.6900 0.7315
2 C -1.5565 -0.4607 -0.1020
3 C -0.6525 0.5048 0.0058
4 C 0.5650 0.4442 -0.7890
5 N 1.3040 -1.1031 -0.4470
6 O 2.6586 -0.7189 -0.1898
7 C 2.8535 0.5720 -0.0879
8 O 3.9286 1.0940 0.2132
9 N 1.6699 1.2835 -0.3954
10 H -3.4764 -0.9250 -0.1303
11 H -2.6284 -1.5976 1.3811
12 H -2.8713 0.2463 1.3424
13 H -1.2693 -1.2723 -0.7722
14 H -0.7795 1.2184 0.8738
15 H 0.4570 0.3291 -1.9443
16 H 0.8309 -1.1675 0.4999
17 H 1.6735 2.2430 -0.1898

Cartesian forces, eV/Å:
-2.1 0.0 -0.6
2.4 -0.8 -0.4
-1.2 0.8 1.5
2.6 -2.2 -1.8
-2.0 3.2 0.6
0.1 -1.8 0.1
0.9 3.4 0.3
-2.2 -1.2 -0.6
0.9 -2.6 0.0
0.4 0.6 2.3
0.0 0.8 -0.6
-0.5 -1.2 -0.6
-0.4 0.1 -0.4
0.4 -0.4 -1.3
-0.1 0.6 2.1
1.2 -0.3 -0.8
-0.3 1.1 0.1

natural (NBO) analysis output, partial charges in e: -0.651 -0.128 -0.297 0.076 -0.285 -0.364 0.875 -0.613 -0.686 0.232 0.236 0.221 0.201 0.219 0.208 0.332 0.423



# 5
ORCA calculation (ωB97M-V/def2-TZVPD) on a cluster of 2 separate species, C5H8N2O2 in total in a non-equilibrium geometry.

Calculated values
frontier orbital gap = 0.3504 Ha
total energy = -455.298403 Eh
energy relative to the best compared isomer or geometry (same formula, charge and spin) = 37.7 kcal/mol
SMILES string = O=C(O)n1ccnc1.C

Element x y z (Å)
1 O -0.2901 1.1227 -1.0931
2 C 0.3629 0.9301 -0.1209
3 O 0.4446 1.6125 1.0159
4 N 1.2730 -0.1215 -0.0892
5 C 1.5762 -0.9227 0.9870
6 C 2.5492 -1.8244 0.5496
7 N 2.8120 -1.4976 -0.7104
8 C 2.0889 -0.5168 -1.1075
9 H -0.1733 2.3586 1.0012
10 H 0.9895 -0.7896 1.8813
11 H 3.1905 -2.5097 1.0788
12 H 2.0568 -0.1868 -2.0780
13 C -3.3190 0.4284 -0.2651
14 H -2.3131 0.4017 -0.2888
15 H -3.6939 0.8143 0.6951
16 H -3.7404 -0.5711 -0.5315
17 H -3.8138 1.2720 -0.9242

Cartesian forces, eV/Å:
-0.6 1.0 -0.3
0.8 -0.5 -0.3
-0.5 0.5 0.3
0.5 -0.6 0.5
0.3 -0.9 0.6
-1.4 1.9 1.6
2.1 -1.0 -2.3
-0.5 -1.0 1.5
-0.1 -0.1 -0.1
0.3 -0.1 0.2
-0.5 -0.2 0.2
-0.2 1.1 -1.9
-5.3 1.5 -0.7
3.2 0.2 -0.3
0.3 -0.8 0.2
0.2 0.9 0.4
1.4 -1.9 0.6

natural (NBO) analysis output, partial charges in e: -0.559 0.914 -0.660 -0.426 -0.082 -0.083 -0.442 0.181 0.509 0.223 0.219 0.208 -0.842 0.204 0.206 0.217 0.213



# 6
ORCA calculation (ωB97M-V/def2-TZVPD) on the molecule C5H8N2O2S in a non-equilibrium geometry.

Calculated values
frontier orbital gap = 0.3427 Ha
total energy = -853.423752 Eh
energy relative to the best compared isomer or geometry (same formula, charge and spin) = 75.1 kcal/mol
SMILES string = CCS(=O)(=O)n1ccnc1

Element x y z (Å)
1 C -1.4517 1.4695 0.1752
2 C -1.9086 0.2361 -0.5903
3 S -1.0980 -1.2447 0.1429
4 O -1.0843 -2.3987 -0.7228
5 O -1.3949 -1.5099 1.4735
6 N 0.7026 -0.6393 0.1946
7 C 1.3948 -0.0089 -0.8209
8 C 2.6735 0.1454 -0.3523
9 N 2.8393 -0.3327 0.8838
10 C 1.6381 -0.7831 1.1942
11 H -2.0954 2.3018 0.0944
12 H -1.1892 1.2982 1.2611
13 H -0.4896 1.7161 -0.2425
14 H -1.4215 0.3465 -1.7058
15 H -3.0141 -0.0095 -0.6341
16 H 0.9461 -0.0277 -1.7636
17 H 3.4515 0.7520 -0.6633
18 H 1.5014 -1.3112 2.0759

Cartesian forces, eV/Å:
1.3 -1.0 1.4
0.9 -0.4 -2.0
3.2 -0.9 -3.1
-0.2 1.6 -0.2
-0.9 0.6 2.9
-0.7 -0.4 0.5
0.2 -0.7 0.7
-0.8 0.7 -0.7
-1.8 -0.6 1.0
0.3 -0.2 -0.4
-0.9 0.8 -0.2
-0.8 -0.1 -1.0
0.3 0.5 -0.2
-1.6 -0.8 2.6
1.4 0.3 0.1
-0.3 0.7 -1.4
1.3 0.8 -1.6
-0.9 -0.7 1.5

natural (NBO) analysis output, partial charges in e: -0.648 -0.632 2.274 -0.887 -0.898 -0.580 -0.149 -0.081 -0.433 0.167 0.235 0.241 0.233 0.263 0.272 0.212 0.205 0.203



# 7
ORCA calculation (ωB97M-V/def2-TZVPD) on the molecule C5H8N2O2S in a non-equilibrium geometry.

Calculated values
frontier orbital gap = 0.4167 Ha
total energy = -853.406089 Eh
energy relative to the best compared isomer or geometry (same formula, charge and spin) = 86.2 kcal/mol
SMILES string = CS(=O)(=O)NC1(C#N)CC1

Element x y z (Å)
1 C 2.5956 0.4895 -0.2166
2 S 1.5063 -0.9629 -0.2538
3 O 1.0798 -1.1746 -1.6205
4 O 2.2483 -1.9755 0.4820
5 N 0.2526 -0.3403 0.7132
6 C -1.1756 -0.1986 0.1197
7 C -1.7142 -1.4564 -0.2442
8 N -2.0705 -2.5305 -0.4002
9 C -2.0903 0.8649 0.6915
10 C -1.5116 1.0783 -0.6723
11 H 3.5631 0.1102 0.2854
12 H 2.8574 0.9306 -1.1756
13 H 1.9545 1.1039 0.4444
14 H 0.3019 -0.6420 1.7534
15 H -1.7549 1.5437 1.5095
16 H -3.1905 0.5555 0.8472
17 H -2.1201 0.8728 -1.5354
18 H -0.7318 1.7315 -0.7277

Cartesian forces, eV/Å:
0.7 -0.9 1.5
1.7 0.2 -0.3
-0.5 0.0 1.3
-1.4 0.6 -0.4
-1.9 -0.6 0.8
2.7 1.2 1.2
-0.2 -0.2 0.1
-0.4 -0.7 -0.3
-1.6 0.0 1.0
-1.8 -2.9 0.8
-1.6 0.8 -0.6
-0.5 -0.1 0.0
1.2 0.4 -0.5
-0.2 0.3 -2.6
0.0 -0.9 -0.8
1.9 0.5 -0.6
0.0 0.3 -0.2
1.9 1.7 -0.4

natural (NBO) analysis output, partial charges in e: -0.883 2.263 -0.913 -0.923 -0.891 -0.005 0.251 -0.276 -0.395 -0.371 0.259 0.251 0.247 0.434 0.241 0.245 0.238 0.227



| no. | E_HOMO (eV) |
| --- | --- |
| 1 | -8.653 |
| 2 | -8.258 |
| 3 | -9.348 |
| 4 | -9.751 |
| 5 | -9.147 |
| 6 | -8.961 |
| 7 | -10.864 |